# 1
This record from OMol25 describes a structure of composition C40H71AsCsF6N3O14S7 in a non-equilibrium geometry. The level of theory is ωB97M-V with the def2-TZVPD basis set.

```
143
Properties=species:S:1:pos:R:3:mulliken_charge:R:1
Cs -0.3462 0.3207 -0.8311 -0.16
As -4.1287 1.0843 -2.0792 1.96
F -3.4801 1.4700 -3.7325 -0.49
F -2.9754 2.3018 -1.3904 -0.55
F -4.9162 0.6449 -0.4901 -0.51
F -5.3952 0.0817 -2.9250 -0.56
F -2.9776 -0.2610 -1.9624 -0.17
F -5.3339 2.4611 -2.1074 -0.52
C 1.8112 5.9713 2.5310 -0.84
C 1.9660 6.4132 1.0461 -0.82
C 1.4903 5.3543 0.0821 -0.23
S 0.0290 4.4386 0.8746 1.31
O 0.4252 3.0008 0.9384 -0.31
O -1.3021 4.8894 0.4350 -0.75
C 0.3990 5.2687 2.5865 -0.73
H 1.8329 6.8389 3.1905 0.46
H 2.7198 5.4489 2.8306 0.33
H 2.9488 6.8740 0.9473 0.37
H 1.1881 7.1655 0.9154 0.36
H 2.2414 4.5712 0.1858 -0.13
H 1.2069 5.6543 -0.9267 0.47
H 0.1869 4.7244 3.5068 0.14
H -0.3283 6.0800 2.6182 0.47
C 2.9385 -3.0047 5.5116 -1.16
C 2.5587 -1.7399 4.7494 0.06
C 2.9963 -2.0853 3.3100 -0.54
S 2.9944 -3.9692 3.0147 1.03
O 4.3463 -4.4101 2.6757 -0.74
O 1.8859 -4.1847 2.1466 -0.46
C 2.5025 -4.2302 4.7743 -0.67
H 2.4761 -2.8292 6.4829 0.48
H 4.0008 -2.9823 5.7548 0.37
H 3.1299 -0.8998 5.1445 0.38
H 1.5082 -1.6808 5.0340 -0.24
H 4.0440 -1.9204 3.0584 0.47
H 2.4105 -1.6074 2.5248 0.27
H 2.6776 -5.2396 5.1465 0.53
H 1.4176 -4.3014 4.6964 0.22
C -2.9777 4.0693 4.1207 -0.11
C -4.3391 4.1933 3.3672 -0.83
C -4.3740 3.2507 2.1674 -0.66
S -3.3711 1.7917 2.6415 1.06
O -2.3507 1.6329 1.6002 0.04
O -4.1512 0.5942 3.0329 -0.79
C -2.7180 2.5106 4.2014 -0.02
H -3.0314 4.5298 5.1072 0.48
H -2.1530 4.5881 3.6319 -0.28
H -4.5126 5.2382 3.1099 0.40
H -5.1828 3.8782 3.9811 0.31
H -3.8668 3.6924 1.3097 0.17
H -5.3726 2.9521 1.8483 0.50
H -1.6976 2.2597 4.4914 -0.40
H -3.2461 2.0475 5.0349 0.43
C -0.7532 -1.3973 -7.4178 -0.82
C 0.1622 -2.3745 -6.6240 -0.40
C 1.1090 -1.3392 -5.9512 -0.92
S -0.0503 -0.0088 -5.3207 1.08
O 0.6121 1.2639 -5.5739 -0.73
O -0.4995 -0.2944 -3.9667 -0.13
C -1.4641 -0.4348 -6.4965 -0.62
H -1.4733 -1.9077 -8.0574 0.40
H -0.1251 -0.8164 -8.0931 0.34
H 0.5740 -3.1559 -7.2627 0.40
H -0.5448 -2.8272 -5.9287 0.27
H 1.6397 -0.7192 -6.6736 0.41
H 1.8683 -1.6756 -5.2452 0.19
H -1.9001 0.4656 -6.9292 0.42
H -2.2018 -0.8859 -5.8328 0.29
C 3.5994 -5.5614 -1.8578 -0.80
C 3.8219 -4.5088 -2.9610 -0.61
C 2.3767 -3.8336 -3.0658 -0.32
S 1.7293 -3.7190 -1.2616 1.26
O 0.4188 -4.3948 -1.2641 -0.68
O 1.8535 -2.3392 -0.8403 -0.22
C 3.1354 -4.7634 -0.6316 -0.59
H 4.5855 -6.0126 -1.7473 0.38
H 2.7711 -6.1921 -2.1808 0.37
H 4.2017 -4.9963 -3.8589 0.38
H 4.6023 -3.7911 -2.7082 0.28
H 1.8232 -4.6380 -3.5502 0.48
H 2.3153 -2.9966 -3.7613 -0.25
H 2.8503 -5.2302 0.3112 0.35
H 3.9670 -4.1037 -0.3838 0.32
C -3.5808 -4.0602 2.5938 -0.87
C -2.3443 -4.8627 2.3130 -0.51
C -1.6224 -3.9667 1.2620 0.26
S -1.7312 -2.2091 1.9723 0.20
O -1.8568 -1.0701 1.0193 -0.03
O -0.6747 -2.1567 2.9412 -0.56
C -3.2930 -2.5716 2.8225 -0.62
H -4.0450 -4.3178 3.5458 0.38
H -4.4338 -4.2809 1.9521 0.36
H -2.5147 -5.7947 1.7741 0.38
H -1.6301 -4.9895 3.1266 0.20
H -1.9924 -3.8376 0.2449 -0.07
H -0.5635 -4.2222 1.2219 -0.08
H -4.0448 -1.9747 2.3061 0.34
H -3.2582 -2.2754 3.8709 0.44
C 5.7795 0.3006 -1.1421 -0.48
C 5.4990 0.4302 0.3759 -0.73
C 4.0111 0.6141 0.4375 -0.09
S 3.8086 2.0691 -0.7691 1.05
O 4.5735 3.2904 -0.3948 -0.69
O 2.4162 2.1747 -1.2206 -0.32
C 4.8523 1.1515 -2.0221 -0.61
H 5.5614 -0.7276 -1.4311 0.02
H 6.8161 0.3392 -1.4766 0.39
H 5.9716 1.3066 0.8194 0.40
H 5.7351 -0.4392 0.9895 0.40
H 3.6227 1.0548 1.3558 0.28
H 3.5084 -0.3126 0.1608 -0.13
H 5.4615 1.7283 -2.7180 0.45
H 4.2449 0.4464 -2.5895 0.24
N -4.5496 -2.5066 -2.8137 0.23
C -5.1914 -3.1055 -3.8303 -0.22
C -4.7205 -4.3990 -3.8806 -1.04
C -3.7012 -4.5057 -2.8507 -0.26
C -3.6144 -3.2879 -2.1571 -0.24
H -4.6766 -1.5476 -2.5236 0.10
H -6.0001 -2.6252 -4.3610 0.48
H -5.1672 -5.1639 -4.4986 0.39
H -3.0971 -5.3942 -2.7405 0.47
H -3.1144 -2.8933 -1.2849 0.06
N -1.6580 4.1710 -3.3130 0.59
C -0.4297 4.7244 -3.5939 -0.43
C -0.4325 5.6819 -4.5762 -1.03
C -1.7961 5.6498 -4.9750 -0.64
C -2.4505 4.7385 -4.2145 -0.47
H -1.8936 3.3898 -2.7178 0.03
H 0.3747 4.2236 -3.0757 0.73
H 0.4358 6.1786 -4.9833 0.42
H -2.3158 6.2880 -5.6743 0.38
H -3.5002 4.4865 -4.2474 0.48
N 0.3968 0.6170 4.9013 0.76
C 0.7837 1.7685 4.2650 -1.04
C 0.9751 2.6392 5.3237 -0.27
C 0.7858 2.0253 6.5407 -1.10
C 0.5731 0.6892 6.2338 -0.39
H -0.0554 -0.1512 4.4265 0.00
H 0.8547 1.7064 3.1891 0.80
H 1.2947 3.6362 5.0587 0.45
H 0.6324 2.5341 7.4809 0.41
H 0.1728 -0.1575 6.7716 0.46
```

Computed properties:
HOMO energy   -7.1 eV
Total energy   -8426.69667 a.u.


# 2
This record from OMol25 describes a cluster of 2 separate species, CH8N5O3 in total in a non-equilibrium geometry. The level of theory is ωB97M-V with the def2-TZVPD basis set.

```
17
Properties=species:S:1:pos:R:3:mulliken_charge:R:1
C 0.8459 -0.4155 -0.1009 0.36
N 1.0167 -1.5543 -0.8687 -0.40
N 0.9602 -0.3793 1.2879 -0.40
N 0.9433 0.8262 -0.6944 0.03
N -2.1597 -0.0351 -0.0838 1.13
N 1.0460 1.8293 0.2079 -0.61
O -3.2865 -0.5015 0.3984 -0.39
O -2.1082 1.0788 -0.4078 -0.52
O -1.1958 -0.7875 -0.0493 -0.55
H 1.0935 -2.4376 -0.3928 0.23
H 0.9788 -1.6093 -1.8910 0.23
H 0.4394 -1.1029 1.8124 0.28
H -3.1239 -1.3980 0.7278 0.40
H 1.2691 1.0643 -1.6077 0.22
H 1.0353 0.6362 1.4557 0.46
H 2.0006 2.2789 -0.0472 0.27
H 0.2453 2.5072 0.2535 0.25
```

Computed properties:
Relative energy (zero: lowest compared OMol25 entry of this formula, charge and spin)   0.6 kcal/mol
Total charge   +1
HOMO energy   -14.3 eV
Total energy   -541.98816 a.u.


# 3
This record from OMol25 describes a structure of composition C26H35BF5N9O4PbS in a non-equilibrium geometry. The level of theory is ωB97M-V with the def2-TZVPD basis set.

```
82
Properties=species:S:1:pos:R:3:mulliken_charge:R:1
Pb -1.0699 -2.1293 0.8632 1.35
C 4.6468 1.2735 0.4669 -0.56
C 4.3778 1.1988 -1.0274 -1.13
N 2.9307 1.0131 -1.2883 0.19
C 2.6015 -0.2642 -1.4463 -1.03
C 1.3638 -0.7479 -1.1373 -0.17
C 1.2993 -2.2592 -1.2904 0.66
O 2.1598 -2.7873 -2.0043 -0.83
O 0.6260 -2.8966 -0.4279 -0.50
C 0.3528 0.1348 -0.6547 0.89
O -0.7689 -0.1995 -0.2874 -0.43
C 0.7753 1.5046 -0.4357 1.22
C -0.1095 2.4440 0.0043 -0.12
C 0.2586 3.7165 0.1473 0.03
F -0.6889 4.6299 0.4781 -0.36
C 1.5803 4.1759 -0.2528 -0.40
C 2.4500 3.2309 -0.7050 0.64
C 2.0761 1.8955 -0.7711 -1.26
N 1.9133 5.5694 -0.0405 0.10
C 1.1766 6.4915 -0.8803 -0.45
C 1.3201 7.8836 -0.2431 -1.05
N 2.6715 8.3238 -0.2298 -0.30
C 3.5139 7.3355 0.3631 -1.13
C 3.3498 5.8927 -0.2316 -0.74
H 5.4476 2.0070 0.6320 0.30
H 4.9367 0.3338 0.8736 0.38
H 3.7260 1.7006 0.9219 0.01
H 4.8049 0.3389 -1.5112 0.58
H 4.7688 2.0300 -1.5912 0.40
H 3.3273 -0.9489 -1.8143 0.64
H -1.1579 2.2318 0.3707 0.31
H 3.5627 3.5491 -0.8723 0.02
H 0.1867 6.1390 -1.0305 0.55
H 1.6522 6.5864 -1.9185 0.22
H 0.9790 7.9393 0.7944 0.31
H 0.6687 8.6293 -0.7113 0.43
H -0.7582 0.4073 2.9697 0.13
H 2.9141 8.5982 -1.1830 0.31
H 3.3257 7.2732 1.4159 0.34
H 4.5775 7.5650 0.2175 0.48
H 3.9469 5.1431 0.2827 0.53
H 3.6071 5.8908 -1.3231 0.40
F -3.0027 -0.3651 1.2649 -0.06
B -3.1946 0.1352 2.5963 0.11
F -4.3824 -0.4293 3.1482 -0.39
F -3.1610 1.4859 2.5844 -0.29
F -2.1566 -0.4276 3.4587 -0.55
N 2.7763 -5.0450 -0.2433 -0.52
C 1.6470 -5.7828 -0.1898 0.59
C 0.7942 -6.1446 -1.2727 -0.17
N -0.1773 -6.9990 -1.1022 -0.63
C -0.4211 -7.4427 0.1382 -0.36
C 0.3987 -7.0477 1.2270 -0.15
N 1.3924 -6.1999 1.0523 -0.63
H 2.8746 -4.3258 -0.9671 0.27
H 2.9969 -4.6988 0.7028 0.31
H 1.0994 -5.6686 -2.2019 0.40
H -1.3409 -7.9710 0.3872 0.44
H 0.2190 -7.5977 2.1349 0.41
S 2.6786 0.9016 3.3809 -0.39
C 1.1884 0.6599 2.9776 0.47
N 0.1472 0.3579 2.4935 -0.09
C -6.0205 -2.5814 -1.4777 -1.13
N -4.6829 -2.0396 -1.1063 0.19
C -4.2788 -0.8076 -1.7163 -0.99
C -3.7139 -2.8023 -0.5831 0.75
O -2.5475 -2.5469 -0.8430 -0.71
N -4.1048 -3.8419 0.2622 0.25
C -3.1007 -4.8162 0.6438 -1.39
C -5.0791 -3.5277 1.3072 -1.10
H -6.1578 -2.5808 -2.5913 0.34
H -6.7704 -1.9803 -0.9195 0.37
H -6.1992 -3.5734 -1.1346 0.39
H -3.9954 -0.9779 -2.7760 0.35
H -3.4222 -0.3049 -1.3833 0.20
H -5.1271 -0.1408 -1.7422 0.38
H -2.2104 -4.7576 0.0252 0.59
H -3.5380 -5.8182 0.5363 0.41
H -2.8865 -4.8120 1.7087 0.34
H -5.4708 -2.4657 1.1930 0.38
H -4.5152 -3.5422 2.2200 0.42
H -5.8775 -4.3217 1.3154 0.23
```

Computed properties:
Relative energy (zero: lowest compared OMol25 entry of this formula, charge and spin)   0.0 kcal/mol
HOMO energy   -8.0 eV
Total energy   -2920.99640 a.u.


- What is the total energy in the second record?
  -541.98816 a.u.


- Among the records above, which one has the lowest total energy?
  C40H71AsCsF6N3O14S7


- Among the records above, which one has the highest HOMO energy?
  C40H71AsCsF6N3O14S7


- Look up the HOMO energy of the third one.
  -8.0 eV